No. 1
The following is a DFT calculation (ωB97M-V with the def2-TZVPD basis set) of 2 unconnected molecules or ions with the total composition C5H13IN in a non-equilibrium geometry.

The value obtained for the LUMO energy is -5.255 eV. The net charge is +1. Its HOMO-LUMO gap is 0.2857 Ha. The HOMO energy comes out at -13.03 eV.

Each line ends with the natural charge from an NBO analysis.
Positions of all 20 atoms, in Å:
C: 1.792 1.156 0.868  -0.61
C: 1.460 -0.905 2.389  -0.63
C: -0.413 -0.040 0.636  -0.53
C: 0.738 0.385 1.728  -0.17
C: -0.665 0.925 -0.554  0.37
N: -0.275 0.991 -1.824  -0.65
I: -3.240 -2.192 -2.841  -0.13
H: 1.400 2.082 0.660  0.21
H: 2.749 1.252 1.293  0.24
H: 1.944 0.416 -0.085  0.18
H: 2.203 -0.980 1.549  0.22
H: 1.894 -0.801 3.456  0.26
H: 0.679 -1.730 2.515  0.22
H: -0.123 -1.130 0.354  0.25
H: -1.469 -0.256 0.998  0.28
H: 0.192 1.054 2.522  0.23
H: -1.285 1.735 -0.172  0.22
H: 0.002 0.299 -2.565  0.47
H: -0.847 1.751 -2.304  0.44
H: -4.745 -1.861 -3.298  0.13

***

No. 2
The following is a DFT calculation (ωB97M-V with the def2-TZVPD basis set) of 2 unconnected molecules or ions with the total composition C5H6Cl2N2 in a non-equilibrium geometry.

The value obtained for the LUMO energy (alpha / beta) is -2.960 / -2.960 eV. Its HOMO-LUMO gap (alpha / beta) is 0.1694 / 0.1693 Ha. The HOMO energy (alpha / beta) comes out at -7.57 / -7.57 eV.

Each line ends with the natural charge from an NBO analysis.
Positions of all 15 atoms, in Å:
C: 0.538 -1.520 0.736  -0.32
C: 1.211 -0.378 0.528  0.00
C: -0.934 -1.464 0.684  0.25
C: 0.420 0.876 0.076  -0.39
C: -0.946 0.545 -0.481  0.56
N: -1.570 -0.496 0.040  -0.52
N: -1.600 1.376 -1.326  -0.70
Cl: 0.351 2.186 1.306  0.02
Cl: 3.733 -0.835 -1.308  -0.84
H: 0.983 -2.444 1.042  0.25
H: 2.238 -0.416 0.597  0.29
H: -1.558 -2.085 1.415  0.23
H: 1.229 1.214 -0.672  0.34
H: -1.472 2.335 -1.204  0.41
H: -2.623 1.109 -1.431  0.42

***

No. 3
The following is a DFT calculation (ωB97M-V with the def2-TZVPD basis set) of a molecular structure, C41H42GeN6Ru in a non-equilibrium geometry.

The value obtained for the LUMO energy (alpha / beta) is 2.549 / 2.515 eV. The net charge is -1. Its HOMO-LUMO gap (alpha / beta) is 0.1851 / 0.1796 Ha. Its spin multiplicity is 2. The HOMO energy (alpha / beta) comes out at -2.49 / -2.37 eV.

Each line ends with the Mulliken charge.
Positions of all 91 atoms, in Å:
Ru: 1.374 -0.747 -0.435  -1.53
C: 1.728 -3.582 -3.736  -2.08
C: 1.670 -2.830 -2.433  0.36
N: 1.662 -1.491 -2.363  0.76
C: 2.428 -0.715 -3.318  -1.10
C: 3.681 -0.193 -2.609  -0.88
N: 3.244 0.654 -1.508  0.20
C: 4.224 1.065 -0.517  -0.80
C: 3.632 2.167 0.382  -1.13
N: 2.245 1.924 0.707  0.65
C: 1.874 1.639 2.080  0.19
C: 2.243 0.241 2.552  -1.11
N: 1.828 -0.820 1.653  0.91
C: 1.738 -2.063 2.150  0.96
C: 1.809 -2.346 3.624  -1.93
C: 1.619 -3.107 1.198  0.18
C: 1.397 -4.466 1.425  -0.80
C: 1.285 -5.329 0.338  -0.89
C: 1.378 -4.867 -0.975  -0.81
C: 1.577 -3.506 -1.192  0.71
N: 1.748 -2.674 -0.108  0.29
H: 1.490 -2.928 -4.574  0.55
H: 0.991 -4.387 -3.728  0.52
H: 2.706 -4.037 -3.923  0.23
H: 1.843 0.149 -3.656  0.26
H: 2.722 -1.285 -4.202  0.52
H: 4.350 0.326 -3.312  0.43
H: 4.217 -1.048 -2.190  0.41
H: 2.747 1.458 -1.873  -0.04
H: 5.154 1.441 -0.966  0.39
H: 4.471 0.183 0.081  0.33
H: 3.723 3.124 -0.142  0.42
H: 4.236 2.242 1.292  0.38
H: 1.632 2.612 0.301  -0.21
H: 0.798 1.726 2.142  -0.91
H: 2.311 2.361 2.788  0.46
H: 1.803 0.132 3.547  0.61
H: 3.335 0.192 2.693  0.24
H: 2.717 -1.929 4.069  0.34
H: 1.810 -3.418 3.814  0.44
H: 0.954 -1.911 4.156  0.34
H: 1.265 -4.845 2.429  0.28
H: 1.092 -6.379 0.517  0.37
H: 1.260 -5.548 -1.808  0.35
C: -0.419 0.152 -0.530  0.42
Ge: -1.492 1.619 0.148  3.54
C: -1.670 2.237 2.021  0.17
C: -1.082 3.414 2.484  -0.01
C: -1.154 3.780 3.823  -0.81
C: -1.818 2.968 4.733  -0.55
C: -2.399 1.784 4.296  -1.03
C: -2.319 1.421 2.955  -0.34
C: -3.330 1.252 -0.471  -0.09
C: -3.467 0.798 -1.788  -0.44
C: -4.693 0.367 -2.277  -0.61
C: -5.814 0.380 -1.455  -0.53
C: -5.702 0.851 -0.154  -0.75
C: -4.472 1.287 0.329  -0.44
C: -0.872 3.198 -0.873  -0.21
C: -1.411 4.475 -0.692  -0.30
C: -1.033 5.539 -1.504  -0.83
C: -0.106 5.342 -2.521  -0.55
C: 0.440 4.080 -2.716  -0.63
C: 0.060 3.018 -1.899  -0.15
H: -0.553 4.056 1.786  0.37
H: -0.686 4.699 4.160  0.39
H: -1.881 3.254 5.776  0.38
H: -2.913 1.139 5.000  0.43
H: -2.759 0.483 2.631  0.53
H: -2.592 0.764 -2.432  0.20
H: -4.772 0.001 -3.295  0.38
H: -6.766 0.016 -1.822  0.36
H: -6.572 0.866 0.494  0.40
H: -4.411 1.667 1.343  0.34
H: -2.143 4.640 0.094  0.43
H: -1.465 6.521 -1.349  0.39
H: 0.181 6.167 -3.161  0.37
H: 1.155 3.921 -3.517  0.41
H: 0.469 2.022 -2.047  -0.14
N: -3.578 -5.951 0.170  -0.73
C: -3.030 -4.940 0.065  -0.22
C: -2.349 -3.687 -0.072  0.48
C: -1.943 -3.230 -1.336  -0.86
C: -1.301 -2.024 -1.478  -0.85
C: -1.025 -1.175 -0.366  0.46
C: -1.460 -1.663 0.899  -0.15
C: -2.094 -2.876 1.041  -1.15
H: -2.145 -3.847 -2.205  0.44
H: -0.995 -1.683 -2.458  0.37
H: -1.242 -1.061 1.775  0.77
H: -2.387 -3.225 2.025  0.46

***

No. 4
The following is a DFT calculation (ωB97M-V with the def2-TZVPD basis set) of 2 unconnected molecules or ions with the total composition C12H29BrN3.

The value obtained for the LUMO energy is -4.920 eV. The net charge is +1. Its HOMO-LUMO gap is 0.2764 Ha. The HOMO energy comes out at -12.44 eV.

Each line ends with the natural charge from an NBO analysis.
Positions of all 45 atoms, in Å:
C: -3.532 -0.797 -3.401  -0.62
C: -4.134 -0.056 -2.212  -0.24
N: -3.982 1.402 -2.270  -0.63
C: -3.067 2.028 -1.327  0.10
C: -1.601 1.555 -1.366  -0.27
N: -1.095 0.678 -0.245  -0.42
Br: -0.981 -1.170 -0.701  0.32
C: -1.767 0.878 1.085  -0.24
C: -3.250 1.073 0.981  -0.25
N: -3.619 2.090 0.012  -0.62
H: -4.129 -0.622 -4.291  0.23
H: -2.512 -0.486 -3.624  0.19
H: -3.510 -1.863 -3.206  0.23
H: -3.743 -0.478 -1.290  0.17
H: -5.195 -0.291 -2.215  0.21
H: -3.735 1.684 -3.214  0.37
H: -3.011 3.058 -1.674  0.22
H: -0.956 2.428 -1.353  0.24
H: -1.408 1.041 -2.298  0.25
H: -0.114 0.926 -0.102  0.46
H: -1.586 -0.019 1.665  0.25
H: -1.254 1.685 1.597  0.24
H: -3.743 0.106 0.853  0.19
H: -3.551 1.431 1.962  0.24
H: -4.628 2.115 -0.089  0.40
C: 1.565 0.364 2.009  -0.62
C: 3.010 0.124 2.429  -0.40
C: 3.989 0.163 1.257  -0.40
C: 3.743 -0.894 0.179  -0.39
C: 3.750 -2.339 0.677  -0.40
C: 5.085 -2.765 1.282  -0.61
H: 1.222 -0.417 1.323  0.18
H: 0.901 0.360 2.876  0.22
H: 1.466 1.339 1.514  0.18
H: 3.078 -0.833 2.950  0.21
H: 3.299 0.887 3.154  0.22
H: 5.004 0.062 1.645  0.22
H: 3.946 1.153 0.790  0.20
H: 4.508 -0.782 -0.594  0.21
H: 2.786 -0.697 -0.320  0.17
H: 3.517 -2.996 -0.164  0.21
H: 2.952 -2.490 1.411  0.19
H: 5.891 -2.657 0.555  0.21
H: 5.052 -3.809 1.592  0.22
H: 5.340 -2.171 2.161  0.20

***

No. 5
The following is a DFT calculation (ωB97M-V with the def2-TZVPD basis set) of 5 unconnected molecules or ions with the total composition C2H14O4S2 in a non-equilibrium geometry.

The value obtained for the LUMO energy is 0.102 eV. Its HOMO-LUMO gap is 0.3134 Ha. The HOMO energy comes out at -8.43 eV. Its SMILES is CCSS.O.O.O.O.

Each line ends with the natural charge from an NBO analysis.
Positions of all 22 atoms, in Å:
C: 1.866 0.146 2.539  -0.63
C: 0.590 -0.466 1.946  -0.50
S: 1.077 -2.198 1.576  0.04
S: -0.330 -3.028 0.276  -0.14
H: 1.692 1.178 2.828  0.23
H: 2.081 -0.332 3.509  0.20
H: 2.852 0.051 2.081  0.23
H: -0.142 -0.434 2.747  0.23
H: 0.362 0.005 0.993  0.23
H: -1.214 -2.058 0.423  0.13
O: -2.729 1.585 -4.532  -0.95
H: -3.213 1.676 -5.327  0.46
H: -2.639 0.660 -4.368  0.48
O: -1.808 -1.511 -4.013  -0.96
H: -1.584 -2.019 -4.785  0.48
H: -1.935 -2.096 -3.233  0.48
O: 0.131 6.362 -1.937  -0.93
H: 0.487 5.477 -2.121  0.47
H: 0.924 6.884 -2.000  0.46
O: 0.921 -3.542 4.631  -0.94
H: 1.318 -2.763 5.020  0.46
H: 1.293 -3.579 3.748  0.47

***

Please write out number 1 again, unchanged.
The following is a DFT calculation (ωB97M-V with the def2-TZVPD basis set) of 2 unconnected molecules or ions with the total composition C5H13IN in a non-equilibrium geometry.

The value obtained for the LUMO energy is -5.255 eV. The net charge is +1. Its HOMO-LUMO gap is 0.2857 Ha. The HOMO energy comes out at -13.03 eV.

Each line ends with the natural charge from an NBO analysis.
Positions of all 20 atoms, in Å:
C: 1.792 1.156 0.868  -0.61
C: 1.460 -0.905 2.389  -0.63
C: -0.413 -0.040 0.636  -0.53
C: 0.738 0.385 1.728  -0.17
C: -0.665 0.925 -0.554  0.37
N: -0.275 0.991 -1.824  -0.65
I: -3.240 -2.192 -2.841  -0.13
H: 1.400 2.082 0.660  0.21
H: 2.749 1.252 1.293  0.24
H: 1.944 0.416 -0.085  0.18
H: 2.203 -0.980 1.549  0.22
H: 1.894 -0.801 3.456  0.26
H: 0.679 -1.730 2.515  0.22
H: -0.123 -1.130 0.354  0.25
H: -1.469 -0.256 0.998  0.28
H: 0.192 1.054 2.522  0.23
H: -1.285 1.735 -0.172  0.22
H: 0.002 0.299 -2.565  0.47
H: -0.847 1.751 -2.304  0.44
H: -4.745 -1.861 -3.298  0.13

***

Copy entry 2 word for word.
The following is a DFT calculation (ωB97M-V with the def2-TZVPD basis set) of 2 unconnected molecules or ions with the total composition C5H6Cl2N2 in a non-equilibrium geometry.

The value obtained for the LUMO energy (alpha / beta) is -2.960 / -2.960 eV. Its HOMO-LUMO gap (alpha / beta) is 0.1694 / 0.1693 Ha. The HOMO energy (alpha / beta) comes out at -7.57 / -7.57 eV.

Each line ends with the natural charge from an NBO analysis.
Positions of all 15 atoms, in Å:
C: 0.538 -1.520 0.736  -0.32
C: 1.211 -0.378 0.528  0.00
C: -0.934 -1.464 0.684  0.25
C: 0.420 0.876 0.076  -0.39
C: -0.946 0.545 -0.481  0.56
N: -1.570 -0.496 0.040  -0.52
N: -1.600 1.376 -1.326  -0.70
Cl: 0.351 2.186 1.306  0.02
Cl: 3.733 -0.835 -1.308  -0.84
H: 0.983 -2.444 1.042  0.25
H: 2.238 -0.416 0.597  0.29
H: -1.558 -2.085 1.415  0.23
H: 1.229 1.214 -0.672  0.34
H: -1.472 2.335 -1.204  0.41
H: -2.623 1.109 -1.431  0.42